15
Properties=species:S:1:pos:R:3:forces:R:3 method="wB97M-V/def2-TZVPD" e_lumo_ev=0.37 total_charge=0 e_tot_ha=-1082.964512 de_lowest_kcal_mol=19.03 gap_ev=9.25 smiles="C[C@H](NC=S)C(=O)S"
C 1.83935 -0.13815 0.07886 -0.5 0.8 -0.4
C 0.31604 0.26614 -0.02388 0.8 0.0 -0.6
N -0.66179 -0.82057 0.11476 1.0 1.8 2.0
C -1.22785 -1.04482 1.32851 0.1 0.7 0.0
S -2.41838 -2.11031 1.59184 -0.1 -0.3 0.2
C 0.10940 1.23340 -1.23299 -0.3 0.2 -0.6
O 1.03467 1.81055 -1.74186 -0.9 -0.6 0.5
S -1.62065 1.59531 -1.87274 2.3 0.7 -0.7
H 1.91440 -0.80662 0.91149 0.1 -0.4 0.7
H 2.52140 0.76330 0.30067 -1.2 -1.4 -0.8
H 2.12261 -0.73777 -0.80709 0.2 0.7 0.3
H 0.11325 0.90974 0.81829 -0.1 0.3 0.4
H -0.92014 -1.44550 -0.58920 -0.2 -0.9 -1.5
H -0.85906 -0.36784 2.14564 -0.2 -0.6 -0.8
H -2.26326 0.89313 -1.02230 -0.9 -1.2 1.4